{
  "formula": "C44H45BBr2Cl2F40INO11P",
  "method": "ωB97M-V/def2-TZVPD",
  "charge": 1,
  "homo_energy_ha": -0.4203,
  "orbital_gap_ha": 0.2688,
  "spin_multiplicity": 1,
  "symbols": ["F", "H", "C", "C", "Cl", "F", "F", "H", "H", "C", "C", "F", "C", "F", "F", "F", "F", "C", "H", "N", "C", "F", "C", "H", "O", "H", "C", "C", "C", "O", "F", "H", "F", "F", "O", "H", "O", "F", "F", "F", "H", "F", "H", "F", "F", "H", "Cl", "F", "F", "F", "H", "C", "O", "C", "H", "F", "Br", "H", "C", "C", "C", "C", "C", "H", "I", "C", "H", "F", "F", "F", "F", "F", "C", "C", "C", "H", "C", "H", "C", "F", "H", "H", "F", "C", "F", "C", "H", "Br", "C", "H", "H", "C", "H", "P", "F", "C", "F", "F", "C", "O", "F", "B", "F", "H", "C", "H", "O", "C", "C", "C", "H", "O", "F", "C", "O", "C", "F", "C", "H", "C", "F", "O", "O", "H", "C", "F", "H", "H", "H", "H", "H", "C", "H", "H", "F", "C", "H", "C", "H", "H", "H", "H", "H", "H", "H", "C", "H", "C"],
  "coordinates": [[-9.25, 0.45, 2.90], [-4.98, -1.45, 4.22], [-2.40, 1.54, 2.72], [-5.35, -5.95, 6.94], [1.14, -3.09, 6.94], [-2.24, -6.63, 3.40], [4.20, -0.85, -2.99], [0.38, 1.65, 5.76], [3.18, -4.95, 3.37], [1.10, 2.68, 1.23], [6.33, -3.46, -7.97], [-6.48, -0.20, -2.59], [-6.86, -0.08, -1.30], [1.99, 0.15, -1.71], [-1.39, 8.59, -4.18], [-5.93, 0.39, 0.86], [-1.25, 9.83, -7.50], [-2.42, 0.17, 1.93], [4.00, 1.38, 3.58], [1.49, 0.25, 2.33], [-1.59, 9.42, -5.22], [-7.64, -1.47, 1.79], [2.03, 1.53, -6.69], [4.91, -2.25, -4.40], [-2.67, -3.99, 5.85], [3.00, 1.81, 1.74], [1.14, 6.95, -4.94], [2.26, 0.51, -3.01], [-0.09, -0.48, 0.32], [0.37, 0.42, 3.07], [7.68, -2.17, -9.37], [0.12, 1.33, 3.33], [-1.58, 7.76, -6.94], [-7.86, 0.81, -1.29], [-7.35, -1.35, -0.91], [-1.20, 10.41, -4.96], [0.99, -2.41, 3.42], [-4.06, -5.54, 3.89], [8.69, -3.05, -6.09], [4.17, 0.75, -4.44], [-3.18, 2.81, 4.50], [-8.31, 1.25, 1.12], [0.79, 1.96, -2.54], [-2.94, 9.54, -5.36], [-9.76, -1.94, 1.65], [-4.79, 0.90, 5.53], [-0.28, 2.96, 0.06], [-0.81, -4.96, 5.18], [-6.68, -6.12, 6.72], [0.26, 5.49, -3.27], [-2.43, -4.66, 3.18], [2.55, -0.31, 3.31], [5.37, -3.33, -6.91], [-2.71, -5.45, 3.88], [-0.20, -1.42, -0.36], [2.42, 6.51, -4.79], [4.29, 0.31, 5.79], [0.35, 0.28, -0.43], [-2.14, -5.17, 5.28], [-4.97, -4.47, 6.82], [2.32, 2.10, 4.74], [-4.28, -0.63, 3.80], [-5.65, 0.36, -0.46], [0.41, 4.91, -5.17], [1.95, -3.82, 0.83], [-3.49, -4.14, 7.03], [1.79, 1.25, 6.87], [-2.30, -6.19, 6.13], [-4.72, -6.73, 6.05], [4.70, -4.68, -5.30], [9.68, -1.77, -7.53], [6.28, -3.30, -3.40], [1.92, 2.56, -5.56], [-4.19, 0.70, 4.57], [-8.67, -1.40, -0.34], [-0.80, -1.14, 4.69], [1.97, 1.36, 1.46], [1.93, -1.06, 0.69], [0.18, 5.81, -4.59], [6.80, -4.63, -5.76], [-1.73, 2.41, 2.37], [4.27, 0.08, 1.78], [-5.38, -3.96, 5.63], [1.01, -0.86, 1.37], [2.94, 1.93, -7.61], [3.90, -0.76, 2.49], [1.07, 9.43, -5.89], [-1.03, -3.11, 1.81], [-9.19, 0.32, 1.55], [1.32, 3.02, 6.54], [1.65, 2.61, 3.97], [8.79, -2.79, -7.41], [1.61, -4.66, 4.45], [1.20, -1.30, 5.79], [3.11, 2.90, -5.03], [0.55, 8.70, -6.52], [1.40, 3.71, -6.05], [-5.26, 1.62, -0.80], [-3.43, -0.87, 2.54], [4.48, -2.72, 4.86], [1.62, -0.39, -3.78], [3.11, -2.85, 4.40], [6.77, -1.83, -4.92], [2.20, 1.03, 0.37], [-0.98, 8.91, -6.53], [-8.97, -2.44, -0.47], [1.03, 7.37, -6.28], [5.71, -3.85, -5.64], [3.78, 0.42, -3.20], [-3.25, 1.80, 3.99], [-10.18, 0.57, 1.15], [1.05, 2.15, -4.52], [6.99, -1.24, -7.54], [3.19, 0.86, 4.24], [-2.22, 0.27, -0.42], [1.64, 1.90, -3.23], [1.02, 8.01, -4.12], [5.86, -2.76, -4.57], [-3.46, -3.14, 7.48], [2.72, -4.46, 4.31], [2.44, 0.32, -6.23], [1.44, 3.76, 1.78], [-0.44, -0.90, 5.57], [4.30, 1.07, -2.48], [-1.55, -0.02, 0.63], [-1.10, 6.14, -4.84], [-3.01, -4.79, 7.77], [-5.14, -6.33, 7.95], [0.89, 8.92, -7.54], [1.07, 1.39, -7.19], [4.81, -0.84, 3.20], [0.82, -2.31, 2.04], [-4.80, -0.31, -0.61], [2.30, 2.71, -2.92], [-5.67, -3.79, 7.77], [7.45, -2.41, -8.04], [9.22, -3.67, -7.90], [2.05, -1.64, 4.07], [-9.39, -0.83, -0.94], [5.74, -3.34, -8.88], [6.72, -4.49, -8.02], [-3.54, -1.89, 2.01], [3.10, 2.92, 5.00], [3.75, -1.66, 1.82], [3.23, -4.99, 5.20], [-8.79, -1.10, 1.17], [4.46, -3.08, 5.78], [1.45, 1.98, 6.07]],
  "lowdin_charge": [0.09, 0.11, -0.04, -0.30, 0.31, 0.10, 0.08, 0.07, 0.05, -0.60, -0.04, 0.14, -0.50, 0.05, 0.09, 0.08, 0.11, -0.10, 0.10, -0.15, -0.30, 0.12, -0.27, 0.15, 0.02, 0.16, -0.50, -0.41, -0.11, 0.04, 0.11, 0.12, 0.13, 0.14, 0.03, 0.17, -0.30, 0.10, 0.09, 0.12, 0.10, 0.09, 0.12, 0.09, 0.11, 0.11, 0.76, 0.10, 0.10, 0.08, 0.06, -0.27, 0.03, -0.30, 0.15, 0.14, 0.84, 0.09, -0.50, -0.43, -0.29, -0.04, -0.28, 0.14, 0.97, -0.04, 0.03, 0.14, 0.10, 0.14, 0.09, 0.09, -0.48, -0.04, -0.04, 0.05, -0.05, 0.10, -0.27, 0.14, 0.07, 0.11, 0.12, -0.25, 0.11, -0.02, 0.15, 0.82, -0.30, 0.09, 0.09, -0.30, 0.05, 0.75, 0.15, -0.04, 0.12, 0.10, -0.06, -0.01, 0.15, -0.53, 0.10, 0.15, -0.44, 0.15, 0.04, -0.50, -0.29, -0.05, 0.18, 0.04, 0.13, -0.58, 0.03, -0.05, 0.13, -0.29, 0.15, -0.07, 0.10, 0.01, -0.33, 0.18, -0.32, 0.10, 0.15, 0.18, 0.15, 0.18, 0.11, -0.96, 0.16, 0.15, 0.11, -0.44, 0.18, -0.37, 0.15, 0.15, 0.15, 0.07, 0.13, 0.05, 0.09, -0.44, 0.12, -0.16]
}

---

{
  "formula": "C44H45FO10S",
  "method": "ωB97M-V/def2-TZVPD",
  "charge": 0,
  "homo_energy_ha": -0.3537,
  "orbital_gap_ha": 0.3076,
  "spin_multiplicity": 1,
  "symbols": ["O", "H", "C", "C", "H", "C", "C", "H", "H", "H", "C", "C", "C", "C", "O", "H", "C", "H", "H", "H", "H", "C", "H", "O", "C", "C", "H", "H", "C", "H", "C", "C", "C", "H", "H", "C", "H", "H", "C", "O", "C", "C", "H", "H", "O", "H", "C", "O", "H", "C", "H", "C", "H", "C", "H", "C", "H", "C", "H", "C", "C", "H", "H", "H", "C", "H", "F", "C", "O", "C", "C", "O", "S", "H", "C", "C", "C", "H", "H", "H", "H", "C", "C", "H", "C", "H", "C", "H", "H", "H", "C", "C", "C", "H", "O", "C", "H", "H", "H", "C", "O"],
  "coordinates": [[-4.60, -10.09, 4.72], [0.45, 2.17, -1.26], [-6.17, -7.03, 3.61], [-0.33, -2.84, 2.88], [7.54, 5.84, -1.81], [6.37, 5.12, -3.47], [0.09, 2.85, -2.04], [-2.74, -4.74, 3.97], [4.42, -3.46, 0.51], [-9.14, -9.45, 3.19], [3.20, -3.92, 2.21], [-7.09, -9.25, 3.77], [3.46, -3.33, 0.99], [-5.03, -6.08, 3.73], [-5.16, -4.90, 3.48], [2.64, 6.02, -3.00], [-3.24, -0.29, 1.08], [2.74, 5.40, -1.34], [5.01, 3.65, -1.59], [2.70, 3.79, -3.32], [7.02, 5.32, -4.32], [2.48, 6.28, -1.94], [4.99, 5.64, -1.15], [0.45, -0.99, -0.74], [-2.18, 4.41, -3.94], [-1.07, -1.32, 1.02], [6.99, 7.08, -2.90], [1.42, 6.50, -1.80], [-1.35, -1.96, 2.23], [-1.80, 0.02, -0.48], [1.94, 1.79, -3.42], [4.39, 2.46, -3.30], [6.63, 3.66, -3.05], [-0.18, 1.48, -3.66], [2.67, -2.08, -0.58], [-8.31, -8.77, 3.31], [4.84, 8.50, -2.02], [2.90, 2.86, -1.80], [2.95, 2.81, -2.89], [-1.63, 3.24, -0.43], [-2.34, -8.45, 4.96], [5.46, 2.98, -2.33], [4.46, 7.25, -3.21], [-0.30, -7.97, 5.37], [3.22, 7.42, -1.57], [5.86, 2.14, -1.76], [-4.72, -8.92, 4.42], [-3.91, 6.07, -3.81], [-9.42, -7.05, 2.67], [0.23, -1.52, 0.33], [7.54, 3.63, -2.44], [-8.46, -7.42, 3.02], [4.58, 2.82, -4.31], [-1.39, -6.26, 4.67], [0.37, 3.05, -4.19], [-1.26, -7.59, 5.03], [6.82, 3.08, -3.96], [-3.57, -7.98, 4.52], [-2.84, 3.65, -4.36], [-2.02, -0.48, 0.46], [1.97, -3.76, 2.83], [-3.15, 4.11, -2.11], [-1.88, 2.03, -2.15], [-3.98, 0.36, 0.64], [0.99, -2.99, 2.21], [-7.50, -5.50, 2.94], [-2.10, 6.56, -4.98], [5.52, 6.54, -1.46], [-0.67, 5.26, 0.62], [-1.42, 2.96, -1.86], [2.48, -2.55, 0.37], [-1.52, 5.26, -1.69], [-1.76, 4.80, -0.16], [4.45, 1.37, -3.32], [6.68, 6.16, -2.39], [-2.62, -5.78, 4.25], [0.50, 2.31, -3.41], [5.90, 7.00, -0.55], [-0.54, -5.59, 4.72], [-6.96, -10.30, 4.00], [-1.22, 4.37, -4.44], [-2.10, 4.19, -2.44], [-6.02, -8.38, 3.92], [0.55, 3.83, -1.86], [4.51, 7.47, -2.14], [-4.48, -0.81, 2.76], [-2.85, 5.74, -4.20], [-2.79, -2.28, 3.78], [5.34, 5.21, -3.84], [-2.25, -9.49, 5.23], [-7.40, -6.55, 3.17], [-3.71, -6.63, 4.17], [-3.52, -0.95, 2.28], [2.03, 0.86, -2.86], [-3.10, 5.09, 0.22], [-2.58, -1.78, 2.85], [2.21, 1.57, -4.46], [3.97, -4.52, 2.69], [1.76, -4.22, 3.78], [1.25, -2.38, 0.99], [-0.58, -3.42, 3.92]],
  "lowdin_charge": [0.11, 0.13, -0.08, -0.26, 0.11, -0.20, -0.13, 0.10, 0.11, 0.11, -0.05, 0.00, -0.05, -0.28, 0.10, 0.08, -0.05, 0.08, 0.09, 0.10, 0.11, -0.12, 0.09, 0.09, 0.00, -0.08, 0.11, 0.09, -0.08, 0.11, -0.21, -0.20, -0.21, 0.12, 0.12, -0.06, 0.13, 0.11, -0.22, -0.17, 0.00, -0.20, 0.11, 0.11, -0.17, 0.11, -0.28, 0.20, 0.11, -0.27, 0.11, -0.06, 0.11, -0.05, 0.10, -0.05, 0.10, -0.08, 0.15, 0.00, 0.00, 0.16, 0.16, 0.11, -0.08, 0.12, 0.11, -0.17, -0.20, -0.23, 0.00, -0.14, 0.61, 0.11, -0.20, 0.01, -0.19, 0.11, 0.09, 0.12, 0.11, -0.31, -0.08, 0.11, -0.23, 0.11, -0.45, 0.12, 0.10, 0.12, 0.00, -0.08, -0.04, 0.11, -0.21, 0.01, 0.12, 0.11, 0.12, -0.08, 0.08]
}